Computed, not measured: a 20-piece molecular cluster, C80H160O20 overall at a distorted geometry, with the ωB97M-V functional and the def2-TZVPD basis.

Results
Energy above the lowest of the compared OMol25 structures with the same formula, charge and spin (kcal/mol): 25.57

Last column: Mulliken charge in e.
Atoms and positions in Å:
C -8.2357 -26.0719 2.9188  -0.33
C -7.7153 -25.9107 1.4813  0.82
C -6.2906 -25.4138 1.7408  -0.04
O -5.8420 -26.0915 2.8903  0.47
C -6.9723 -26.3929 3.7159  1.96
H -8.9916 -26.8581 2.9857  -0.26
H -8.7579 -25.1555 3.2664  0.42
H -8.2199 -25.1651 0.8596  0.87
H -7.7422 -26.8611 0.9621  -1.26
H -6.3393 -24.3308 1.8091  0.38
H -5.6624 -25.6595 0.8877  -0.64
H -6.9403 -25.7768 4.6192  -0.73
H -6.9082 -27.4764 3.9617  -1.50
C -6.3411 -31.3715 -2.7374  2.48
C -7.1167 -32.5342 -3.3842  0.68
C -6.3805 -32.7953 -4.7031  -0.95
O -5.4179 -31.6898 -4.8038  -0.53
C -5.8394 -30.6332 -3.9619  0.06
H -5.4504 -31.6430 -2.2111  -0.18
H -6.9943 -30.8351 -2.0773  -0.70
H -8.1565 -32.2243 -3.5183  -0.13
H -7.0250 -33.3965 -2.7524  -0.81
H -7.0036 -32.8416 -5.5972  0.29
H -5.8120 -33.7311 -4.6949  0.40
H -6.6707 -30.0353 -4.3999  0.39
H -4.9811 -30.0158 -3.7339  -0.68
C -10.6691 -30.3768 -2.9476  -0.76
C -10.6883 -30.2982 -1.4180  0.90
C -9.7968 -29.0783 -1.1668  -0.88
O -8.8652 -29.0341 -2.2729  0.04
C -9.5866 -29.4459 -3.4012  -0.68
H -11.6539 -30.2293 -3.4223  0.42
H -10.4613 -31.4200 -3.1815  0.08
H -10.2457 -31.1760 -1.0089  -0.96
H -11.7132 -30.1792 -1.0295  0.52
H -9.3289 -28.9779 -0.1900  0.09
H -10.3621 -28.1196 -1.2782  0.22
H -8.9243 -29.9258 -4.1219  0.54
H -10.0658 -28.5970 -3.8928  0.36
C -6.0451 -27.3666 -2.8829  2.28
C -6.0670 -26.1987 -1.9068  1.22
C -7.4788 -25.6040 -2.0693  -0.25
O -7.7427 -25.8035 -3.4681  -0.52
C -6.8465 -26.7906 -4.0044  -0.92
H -6.4870 -28.2498 -2.3950  -0.72
H -5.0238 -27.6636 -3.1699  -1.09
H -5.3465 -25.4284 -2.1669  0.55
H -5.9292 -26.5056 -0.8706  -1.50
H -7.4759 -24.5366 -1.8524  0.44
H -8.2517 -26.1216 -1.4889  -0.05
H -6.1929 -26.2973 -4.7302  0.38
H -7.4298 -27.5336 -4.5578  0.17
C -6.5191 -33.5052 0.0066  1.45
C -5.3916 -32.9117 0.7306  2.71
C -4.3644 -34.0633 0.8284  -0.53
O -4.8083 -35.0119 -0.1081  -0.57
C -5.8148 -34.4504 -0.9048  -0.76
H -7.1589 -32.8160 -0.5467  -0.22
H -7.0544 -34.1001 0.7302  -0.02
H -5.5970 -32.4756 1.6962  -0.35
H -4.9123 -32.0749 0.1994  -2.27
H -4.3215 -34.4853 1.8092  0.20
H -3.4031 -33.7064 0.4929  -0.13
H -6.4325 -35.2609 -1.2648  0.50
H -5.3705 -33.9283 -1.7590  -0.14
C -9.9370 -34.3049 -1.0048  1.42
C -11.3669 -34.2096 -0.6221  -0.54
C -12.0159 -33.9182 -1.9686  -0.10
O -11.1872 -34.6592 -2.9476  -0.51
C -9.9748 -35.0632 -2.3128  -0.63
H -9.3062 -34.8259 -0.2833  0.21
H -9.4661 -33.3217 -1.1123  -1.01
H -11.5493 -33.3435 0.0300  -0.02
H -11.6665 -35.0470 -0.0351  0.43
H -11.8760 -32.8488 -2.1835  -0.16
H -13.0595 -34.2409 -2.0199  0.39
H -9.1271 -34.8818 -2.9539  0.23
H -10.0524 -36.1164 -2.0662  0.41
C -7.7766 -28.4016 6.6045  1.57
C -8.7691 -29.4043 6.1300  1.17
C -9.4835 -29.7837 7.4135  -0.71
O -8.5620 -29.5230 8.4328  -0.54
C -7.4534 -28.8150 7.9285  0.28
H -8.1855 -27.3889 6.5347  0.29
H -6.9233 -28.3664 5.8954  -1.27
H -8.3315 -30.2383 5.5647  -1.29
H -9.5419 -28.9962 5.4690  -0.25
H -9.7995 -30.8120 7.4795  0.38
H -10.3866 -29.1412 7.4955  0.33
H -6.5629 -29.4393 7.8808  -0.09
H -7.1933 -27.9848 8.5937  -0.14
C -4.6098 -29.0201 -0.0050  1.67
C -4.1115 -28.6252 1.3077  1.12
C -4.9910 -29.4386 2.2613  0.74
O -6.2879 -29.5999 1.5886  0.16
C -6.0951 -29.2436 0.2134  0.71
H -4.1024 -29.9413 -0.3393  -0.65
H -4.3687 -28.2371 -0.6959  -0.11
H -4.3246 -27.5720 1.5218  -0.68
H -3.0613 -28.8532 1.4497  -0.45
H -5.0813 -29.0177 3.2629  -0.65
H -4.5724 -30.4527 2.3995  -1.04
H -6.6468 -28.3291 0.0141  -0.95
H -6.5382 -30.0248 -0.4094  -0.92
C -6.1198 -35.7488 4.0381  0.56
C -6.1888 -36.0344 5.5194  -0.56
C -6.4485 -37.5419 5.5160  -0.77
O -7.3036 -37.7650 4.4204  -0.49
C -7.1952 -36.6377 3.4736  -0.01
H -5.1753 -36.0806 3.6552  0.36
H -6.2171 -34.6806 3.8439  -0.58
H -7.0075 -35.4637 5.8992  0.33
H -5.2305 -35.7890 5.9457  0.35
H -6.9182 -37.8639 6.4376  0.37
H -5.5502 -38.1536 5.3720  0.31
H -8.1724 -36.1053 3.3892  0.03
H -6.9343 -36.9302 2.4163  0.18
C -2.9782 -27.3804 4.3955  2.09
C -2.7802 -26.9004 5.8101  0.72
C -1.2812 -26.5787 5.9345  -0.74
O -0.6566 -27.3266 4.8795  -0.35
C -1.5724 -27.3966 3.7515  0.51
H -3.6254 -26.7170 3.8140  -0.65
H -3.5048 -28.3439 4.4437  -1.19
H -3.0332 -27.6881 6.5289  0.19
H -3.3797 -26.0125 6.0445  -0.72
H -0.8073 -26.8070 6.8815  0.34
H -1.0807 -25.5302 5.7675  0.23
H -1.3972 -28.2637 3.1156  -0.17
H -1.4483 -26.4572 3.2108  -0.42
C -4.1865 -32.5088 6.5997  -0.43
C -3.5317 -31.1967 7.0845  -1.09
C -4.2437 -30.1363 6.2652  1.59
O -5.4982 -30.7233 5.8084  0.27
C -5.6174 -32.0244 6.3750  0.06
H -4.2390 -33.2757 7.3785  0.49
H -3.7522 -32.8464 5.6512  0.00
H -2.4467 -31.2057 6.9833  0.41
H -3.7738 -31.0896 8.1200  0.41
H -3.6601 -29.9249 5.3998  -1.53
H -4.5230 -29.2454 6.7630  0.17
H -6.2185 -32.6109 5.6413  -0.51
H -6.1296 -31.9974 7.3907  0.35
C -2.6240 -26.0070 0.3102  2.66
C -1.6170 -27.0443 -0.0621  2.78
C -0.2810 -26.2988 -0.1082  -0.81
O -0.6426 -25.0232 -0.6263  -0.59
C -1.8751 -24.6977 0.0054  -0.80
H -2.8815 -25.9173 1.3637  -1.06
H -3.5271 -25.9559 -0.3118  -0.96
H -1.8648 -27.5272 -1.0234  -1.47
H -1.6847 -27.9055 0.6389  -0.92
H 0.4657 -26.7239 -0.7568  0.57
H 0.1566 -26.2200 0.8591  0.24
H -2.4406 -23.9758 -0.5963  0.39
H -1.5910 -24.2312 0.9502  0.07
C -1.9260 -27.2975 -3.6656  1.08
C -2.2980 -25.8180 -3.6260  0.68
C -1.5878 -25.2552 -4.8180  -0.74
O -1.5286 -26.3399 -5.7464  -0.51
C -1.9439 -27.5622 -5.1625  -0.27
H -2.5752 -27.9261 -3.0854  -1.41
H -0.9416 -27.4405 -3.1907  0.51
H -1.9881 -25.3172 -2.7179  -0.17
H -3.3823 -25.7206 -3.7058  -0.27
H -0.5277 -25.0825 -4.6635  0.33
H -2.0765 -24.3670 -5.2271  0.32
H -1.2227 -28.3342 -5.4607  0.26
H -2.9467 -27.8097 -5.5123  0.20
C -12.7276 -28.0572 2.1008  -0.43
C -11.6155 -28.9028 2.7180  1.77
C -12.3711 -30.0190 3.4744  0.06
O -13.7645 -29.6557 3.4645  -0.54
C -13.8282 -28.2688 3.1600  -0.60
H -12.9137 -28.4208 1.0946  0.20
H -12.3928 -26.9855 2.1446  0.30
H -10.9577 -28.3292 3.3576  -0.37
H -10.9493 -29.2758 1.9380  -1.24
H -11.9967 -29.9905 4.5398  0.06
H -12.2663 -31.0075 3.0891  0.09
H -13.5791 -27.6774 4.0481  0.24
H -14.8319 -28.0260 2.8374  0.41
C -8.7885 -32.6392 3.9437  0.32
C -7.8747 -31.6704 3.1274  2.07
C -8.7968 -31.2075 2.0305  2.45
O -9.9086 -32.0734 2.0410  -0.23
C -9.6583 -33.2050 2.8653  -0.57
H -9.3859 -32.0414 4.6288  -0.06
H -8.3204 -33.3808 4.5802  0.32
H -6.9623 -32.1527 2.7615  -1.50
H -7.5282 -30.8483 3.7465  -0.67
H -8.3316 -31.1768 1.0444  -1.10
H -9.1237 -30.1887 2.2656  -0.80
H -9.0191 -33.9231 2.3106  -0.46
H -10.6442 -33.5921 3.1791  0.44
C 2.5584 -28.5910 3.8253  -0.71
C 1.4820 -29.5149 3.3417  0.39
C 1.3267 -29.2419 1.8265  0.97
O 2.2935 -28.2141 1.5194  -0.56
C 2.5054 -27.5045 2.7491  -0.32
H 3.5553 -29.0801 3.7862  0.26
H 2.3660 -28.2617 4.8444  0.30
H 0.5996 -29.2817 3.9202  -0.51
H 1.7729 -30.5670 3.5621  0.43
H 0.3301 -28.9448 1.4337  -1.00
H 1.5613 -30.1427 1.2409  0.31
H 1.7238 -26.7421 2.9572  0.02
H 3.4586 -26.9697 2.6839  0.47
C -1.4170 -32.7569 3.1506  -0.68
C -0.5357 -32.5142 1.9470  -0.81
C -1.1569 -31.3615 1.2357  0.37
O -1.7662 -30.5828 2.2529  0.53
C -1.7193 -31.3074 3.4808  0.82
H -0.8488 -33.1941 4.0071  0.41
H -2.2699 -33.4098 3.0372  0.12
H -0.4075 -33.3939 1.3321  0.50
H 0.4478 -32.2495 2.3376  0.27
H -1.9064 -31.6738 0.4942  -0.77
H -0.4177 -30.8085 0.6983  0.20
H -2.6451 -31.1933 4.0319  -1.29
H -0.9557 -30.8738 4.1522  0.28
C -2.0142 -30.8700 -3.7754  -0.30
C -1.8067 -32.3587 -3.7501  -1.15
C -2.7352 -32.9530 -2.6917  -0.32
O -3.0547 -31.8235 -1.8736  0.20
C -2.4509 -30.6106 -2.3558  0.66
H -2.8246 -30.6767 -4.4787  0.22
H -1.0996 -30.2910 -4.0259  0.47
H -0.7847 -32.5385 -3.4487  0.27
H -1.9424 -32.8140 -4.7425  0.38
H -2.2524 -33.7212 -2.0754  0.45
H -3.6065 -33.4273 -3.1575  -0.05
H -1.5724 -30.4012 -1.7233  0.20
H -3.1692 -29.7924 -2.2286  -0.95
C -6.7747 -24.1032 8.8784  -0.70
C -7.1719 -24.7536 7.5783  -0.23
C -5.8608 -25.2936 7.0707  1.39
O -5.1683 -25.6748 8.2594  -0.49
C -5.7697 -25.0710 9.4481  -0.59
H -7.5681 -23.8938 9.5879  0.38
H -6.2432 -23.2123 8.5759  0.27
H -7.5534 -23.9364 6.9475  0.35
H -7.9937 -25.4706 7.7083  0.15
H -5.2150 -24.5197 6.6272  -0.42
H -5.9355 -26.1575 6.4378  -0.72
H -5.0535 -24.4969 10.0652  0.34
H -6.2486 -25.8168 10.0893  0.32
C -2.6632 -22.3579 2.9686  -0.26
C -2.7786 -23.5606 3.9894  0.65
C -4.2245 -23.5780 4.3805  1.15
O -4.9165 -22.8694 3.3359  -0.40
C -4.0987 -21.7906 2.9640  -0.64
H -2.4331 -22.7181 1.9932  -0.08
H -1.9002 -21.6028 3.2577  0.39
H -2.0727 -23.3371 4.8101  0.47
H -2.4057 -24.5249 3.5405  -0.71
H -4.4719 -23.0390 5.3214  -0.05
H -4.6405 -24.6033 4.4296  -0.85
H -4.1704 -20.9772 3.6892  0.24
H -4.4645 -21.3297 2.0504  0.45

***

Computed, not measured: a single C4H6O2 molecule at a distorted geometry, with the ωB97M-V functional and the def2-TZVPD basis.

Results
Energy above the lowest of the compared OMol25 structures with the same formula, charge and spin (kcal/mol): 83.62

Last column: natural (NBO) charge in e.
Atoms and positions in Å:
C 1.1438 0.3722 -0.9544  -0.73
C 0.8630 0.5098 0.5079  0.57
O 1.5662 1.1388 1.2743  -0.53
C -0.3840 -0.1345 1.0775  -0.19
C -2.0560 -0.4648 -0.4284  0.08
O -1.0368 -1.0226 0.1633  -0.47
H 0.2715 0.7110 -1.5199  0.24
H 1.2956 -0.6872 -1.1777  0.24
H 2.0279 0.9485 -1.2336  0.24
H -0.1373 -0.7263 1.9544  0.22
H -1.0823 0.6634 1.3516  0.24
H -2.4715 -1.3082 -1.0151  0.08

***

Computed, not measured: C4H12BrLi2O4 as an isolated structure at a distorted geometry, with the ωB97M-V functional and the def2-TZVPD basis.

Results
<S²>: 0.750
Energy above the lowest of the compared OMol25 structures with the same formula, charge and spin (kcal/mol): 15.20
Multiplicity: 2

Last column: Löwdin spin population.
Atoms and positions in Å:
Li 11.7307 23.1030 -10.1041  0.47
Li 8.2216 23.5353 -7.7561  0.34
Br 10.4482 22.5602 -7.8537  0.13
C 15.1060 21.5210 -5.5565  0.00
C 13.9365 22.3609 -5.0312  0.00
O 13.3030 22.9074 -6.1703  0.01
O 14.4626 20.3677 -6.1365  0.00
H 15.6697 21.1774 -4.6891  0.00
H 15.8163 22.0526 -6.1896  0.00
H 14.3359 23.1990 -4.4600  0.00
H 13.3879 21.6372 -4.4284  0.00
H 12.4803 22.4871 -6.4311  0.00
H 14.0521 20.7538 -6.9137  0.00
C 9.3798 17.6839 -10.2455  0.00
C 9.3374 19.1357 -9.7599  0.01
O 9.0163 19.2913 -8.3998  0.01
O 9.5100 17.7754 -11.6457  0.00
H 8.3760 17.3052 -10.0534  0.00
H 10.0974 17.0568 -9.7164  0.00
H 8.5222 19.8013 -10.0438  0.00
H 10.3059 19.6022 -9.9400  0.01
H 9.4599 20.1107 -8.1689  0.00
H 9.7931 16.8803 -11.8465  0.00

***

Computed, not measured: an isolated ion of composition C5H13N2 and charge +1 at a distorted geometry, with the ωB97M-V functional and the def2-TZVPD basis.

Results
Structure (SMILES): C=NCC[C@@H](C)[NH3+]
Energy above the lowest of the compared OMol25 structures with the same formula, charge and spin (kcal/mol): 85.88
Charge: +1

Last column: natural (NBO) charge in e.
Atoms and positions in Å:
C -1.9896 -2.0752 -0.6551  0.04
N -1.1976 -1.0235 -0.6404  -0.54
C -1.5550 0.1944 0.0621  -0.25
C -0.2634 0.6511 0.9597  -0.43
C 0.8825 0.9899 -0.0380  -0.03
C 2.1280 1.5185 0.7316  -0.67
N 1.4707 -0.4154 -0.5186  -0.74
H -2.1762 -2.5679 -1.5995  0.21
H -2.5479 -2.2433 0.2248  0.17
H -1.9343 0.8602 -0.7200  0.23
H -2.3437 0.2602 0.8784  0.20
H -0.7358 1.4628 1.4882  0.25
H 0.0216 -0.1481 1.5977  0.22
H 0.5477 1.5665 -0.9095  0.24
H 2.9226 1.7129 -0.0206  0.23
H 1.9578 2.5885 0.9963  0.26
H 2.4352 0.8878 1.7666  0.25
H 0.6154 -1.0255 -0.6001  0.48
H 1.9194 -0.1759 -1.4685  0.45
H 2.1908 -0.7778 0.1178  0.44

***

Computed, not measured: C25H37O2Ti as an isolated structure at a distorted geometry, with the ωB97M-V functional and the def2-TZVPD basis.

Results
<S²>: 2.060
Multiplicity: 3
Charge: -1

Last column: Löwdin spin population.
Atoms and positions in Å:
O 1.1339 -2.0058 -5.7952  0.00
C 0.9173 -3.4391 -6.0850  0.00
C 1.7704 -3.4270 -7.3636  0.00
H -0.1460 -3.6528 -6.2678  0.00
H 1.3314 -4.0693 -5.2841  0.00
C 1.9426 -1.9174 -7.0014  0.00
H 1.2038 -3.6175 -8.2732  0.00
H 2.6812 -4.0182 -7.2884  0.00
C 1.3347 -0.9872 -8.0358  0.00
H 0.3078 -1.2817 -8.2883  0.00
H 1.9345 -1.0031 -8.9568  0.00
H 1.3289 0.0417 -7.6508  0.00
C 3.3749 -1.5325 -6.6813  0.00
H 3.8175 -2.2250 -5.9530  0.00
H 3.3958 -0.5145 -6.2670  0.00
H 3.9863 -1.5460 -7.5943  0.00
Ti -0.3816 0.5511 1.6776  1.09
C 1.1491 0.6572 3.3543  0.03
C 0.3088 -0.5126 3.6837  0.02
C 0.4198 -1.4412 2.6061  0.03
H -0.2632 -0.6543 4.5843  0.01
C 1.4275 -0.9488 1.7041  0.02
C 1.8499 0.3427 2.1632  0.02
H 2.6217 0.9562 1.7311  0.00
H 1.2507 1.5221 3.9865  0.00
H -0.1455 -2.3597 2.5555  0.01
H 1.8848 -1.5234 0.9273  0.00
C -1.3319 2.6225 2.4244  0.10
C 0.0236 2.7184 1.7067  -0.03
C -0.1331 2.4453 0.3430  -0.02
H 0.8831 3.1971 2.1457  0.00
C -1.5042 2.0716 0.1017  -0.02
C -2.2216 2.1912 1.2787  -0.02
H -3.2629 1.9865 1.4722  0.00
H -1.5618 3.5216 2.9750  0.02
H 0.5975 2.5695 -0.4385  0.00
H -1.9278 1.8317 -0.8537  0.00
O -0.3987 -0.5226 -0.2780  0.02
C 0.5948 -0.2032 -1.3587  0.00
C 0.7693 -1.4725 -2.1608  0.00
H 1.5185 0.1606 -0.9017  0.00
H 0.1755 0.6035 -1.9684  0.00
C -0.5895 -2.1419 -2.0535  0.00
H 1.5344 -2.0969 -1.6804  0.00
H 1.0687 -1.2901 -3.1919  0.00
C -1.0194 -1.8177 -0.6325  0.01
H -0.5508 -3.2140 -2.2496  0.00
H -1.2819 -1.6845 -2.7733  0.00
H -0.6368 -2.5727 0.0654  0.00
H -2.1047 -1.7493 -0.5111  0.00
C -1.2194 1.1157 7.0486  0.03
C -1.8600 2.0058 5.9821  0.08
C -3.3824 1.9676 6.1047  0.01
C -1.3712 3.4515 6.1746  0.03
C -1.5965 1.4512 4.6515  0.37
C -1.4550 1.4615 3.4227  0.15
H -1.4928 1.4206 8.0757  0.00
H -0.1261 1.1449 6.9615  0.00
H -1.5332 0.0784 6.8983  0.01
H -3.7456 2.3081 7.0906  0.00
H -3.8325 2.6040 5.3308  0.00
H -3.7336 0.9448 5.9293  0.01
H -0.2763 3.5229 6.0945  0.00
H -1.7998 4.1213 5.4151  0.00
H -1.6530 3.8536 7.1715  0.01

***

Computed, not measured: a single C5H9NO molecule, with the ωB97M-V functional and the def2-TZVPD basis.

Results
Energy above the lowest of the compared OMol25 structures with the same formula, charge and spin (kcal/mol): 130.36

Last column: natural (NBO) charge in e.
Atoms and positions in Å:
O -2.6521 -0.7479 0.4650  -0.65
C -1.6251 -0.4690 -0.3437  0.16
C -0.8709 0.8160 -0.0556  -0.49
C 0.5312 0.2515 -0.0341  0.05
C 1.5613 0.5409 -1.0528  -0.25
N 1.6814 1.0677 0.3112  -0.58
C 0.2423 -1.1379 0.4500  -0.53
H -2.6608 -0.1509 1.2361  0.45
H -0.8332 -1.3767 -0.4858  0.26
H -1.1103 1.1993 0.9546  0.18
H -1.0722 1.6186 -0.7726  0.23
H 1.3756 1.2917 -1.8185  0.20
H 2.2164 -0.2722 -1.3622  0.19
H 2.3473 0.5177 0.8486  0.35
H 0.9154 -1.9487 0.1565  0.22
H -0.0465 -1.2002 1.5033  0.20

***

Let's list electronic energy in order: -126494.9437 -8336.8349 -82983.3973 -8367.0861 -53728.7602 -8863.5598 eV.